DFT (ωB97M-V with the def2-TZVPD basis set) results for the molecule C4H5BrN2 in a non-equilibrium geometry.

Output
E, Ha: -2838.85544
HOMO, eV: -8.59
SMILES: Cn1nccc1Br
LUMO level, eV: 0.7
ΔE to the lowest compared entry with this formula, charge and spin, eV: 2.122

Geometry (Å):
1 C -0.84 1.88 -0.04
2 C 0.60 1.93 0.07
3 C -1.14 0.54 0.05
4 C 0.25 -1.58 -0.02
5 N 1.22 0.85 0.23
6 N -0.11 -0.27 0.20
7 Br -2.88 0.00 -0.03
8 H -1.62 2.57 -0.38
9 H 1.08 2.95 0.03
10 H 0.75 -2.00 0.89
11 H -0.71 -2.14 -0.12
12 H 0.96 -1.80 -0.89

***

DFT (ωB97M-V with the def2-TZVPD basis set) results for a structure of composition C4H5Cl in a non-equilibrium geometry.

Output
E, Ha: -615.41375
HOMO (spin up / spin down), eV: -8.12 / -8.12
LUMO level (spin up / spin down), eV: 0.1 / 0.1
ΔE to the lowest compared entry with this formula, charge and spin, eV: 3.862

Geometry (Å):
1 C -0.55 0.71 0.70
2 C 0.72 -0.23 0.38
3 C -1.40 -0.30 0.49
4 C -0.16 -1.15 -0.01
5 Cl -0.06 -2.74 -0.63
6 H -0.59 1.62 1.39
7 H 1.76 0.01 0.26
8 H 1.61 1.09 -1.69
9 H -2.43 -0.40 0.36
10 H 1.10 1.38 -1.25

***

DFT (ωB97M-V with the def2-TZVPD basis set) results for a structure of composition C19H24AsF6LuNO3SSb2 in a non-equilibrium geometry.

Output
E, Ha: -5967.62264
HOMO (spin up / spin down), eV: -14.14 / -14.38
⟨S²⟩: 0.817
Net charge: +2
LUMO level (spin up / spin down), eV: -8.1 / -9.1
Spin multiplicity: 2
ΔE to the lowest compared entry with this formula, charge and spin, eV: 1.018

Geometry (Å):
1 Lu 9.54 12.48 5.53
2 C 12.85 13.48 8.50
3 Sb 12.44 13.17 6.42
4 C 14.46 12.62 5.89
5 C 13.84 15.53 3.58
6 C 14.21 16.47 4.50
7 C 15.48 16.33 5.16
8 C 15.86 17.19 6.16
9 C 15.01 18.25 6.55
10 C 13.79 18.44 5.92
11 C 13.36 17.59 4.89
12 C 12.11 17.81 4.31
13 Sb 10.65 16.02 6.01
14 C 8.74 16.82 5.43
15 C 10.47 16.56 8.09
16 H 13.41 14.39 8.65
17 H 13.47 12.65 8.86
18 H 11.90 13.52 9.05
19 H 15.14 13.45 6.03
20 H 14.51 12.27 4.86
21 H 14.75 11.82 6.57
22 H 12.88 15.54 3.08
23 H 14.51 14.71 3.35
24 H 16.13 15.53 4.87
25 H 16.81 17.06 6.64
26 H 15.33 18.91 7.33
27 H 13.17 19.27 6.20
28 H 11.76 17.29 3.44
29 H 11.55 18.68 4.63
30 H 8.81 17.91 5.36
31 H 8.02 16.58 6.21
32 H 8.46 16.41 4.46
33 H 10.07 17.57 8.14
34 H 11.42 16.52 8.61
35 H 9.75 15.86 8.51
36 F 9.33 14.26 6.73
37 As 7.07 13.75 5.14
38 F 7.43 12.61 6.44
39 F 5.60 12.98 4.83
40 F 7.91 12.77 3.95
41 F 10.09 14.06 4.34
42 F 8.79 10.70 5.31
43 O 11.19 11.40 4.54
44 S 11.93 10.36 5.30
45 O 13.20 10.05 4.77
46 N 12.07 11.13 6.78
47 C 10.82 10.94 7.34
48 O 10.17 11.92 7.72
49 C 10.31 9.59 7.09
50 C 9.25 8.98 7.70
51 C 8.74 7.82 7.12
52 C 9.30 7.30 5.97
53 C 10.38 7.93 5.32
54 C 10.86 9.09 5.91
55 H 8.80 9.40 8.58
56 H 7.89 7.31 7.56
57 H 8.93 6.40 5.52
58 H 10.78 7.53 4.41

***

Question: Which of these has the highest E?
Answer: C4H5Cl